Record 1
{
  "formula": "C4H4N2O2",
  "method": "ωB97M-V/def2-TZVPD",
  "species": ["H", "N", "C", "N", "O", "C", "O", "C", "C", "H", "H", "H"],
  "positions_angstrom": [[-2.73377, 1.73092, 0.98109], [-1.91929, 1.28199, 0.51719], [-2.22668, 0.12873, 0.07002], [-1.36801, -0.58609, -0.76239], [-0.07981, 0.00756, -0.87136], [0.75628, -0.41014, 0.09888], [0.53166, -1.26731, 0.93577], [2.07164, 0.21659, -0.04569], [3.14027, 0.76266, -0.04387], [-3.18815, -0.39997, 0.21449], [-1.24503, -1.54179, -0.42814], [4.11425, 1.23043, -0.04239]],
  "lumo_ev": 0.53,
  "homo_lumo_gap_ha": 0.397,
  "e_above_lowest_kj_mol": 428.6,
  "e_homo_ev": -10.27,
  "total_charge": 0,
  "e_tot_ev": -11284.097,
  "max_force_ev_per_a": 1.7,
  "smiles": "[H]/N=C/NOC(=O)C#C"
}



Record 2
{
  "formula": "C4H4N2O2",
  "method": "ωB97M-V/def2-TZVPD",
  "species": ["C", "C", "C", "C", "H", "H", "H", "H", "N", "N", "O", "O"],
  "positions_angstrom": [[0.50647, 0.30339, -0.10258], [1.09106, -1.86286, -0.00799], [-0.57200, -0.48432, -0.08400], [-2.01456, 0.10012, 0.07300], [1.94407, 2.01666, -0.55670], [0.24581, 2.51335, 0.12025], [1.75477, -2.76916, 0.07197], [-2.03475, 1.20201, 0.71619], [0.81964, 1.65684, -0.00835], [-0.21257, -1.74948, 0.01118], [1.61600, -0.48212, -0.05235], [-3.14393, -0.44444, -0.18062]],
  "lumo_ev": 0.17,
  "homo_lumo_gap_ha": 0.328,
  "e_above_lowest_kj_mol": 388.5,
  "e_homo_ev": -8.76,
  "total_charge": 0,
  "e_tot_ev": -11284.513,
  "max_force_ev_per_a": 6.0
}



Record 3
{
  "formula": "C4H4N2O2",
  "method": "ωB97M-V/def2-TZVPD",
  "species": ["C", "C", "O", "C", "C", "N", "N", "O", "H", "H", "H", "H"],
  "positions_angstrom": [[-0.14270, 1.06886, 0.63613], [-0.59329, 0.84544, -0.79902], [-1.61867, 0.70337, -1.39099], [0.72870, 0.63698, -1.61897], [1.22435, 1.94270, -1.99757], [1.38432, 3.06638, -2.13228], [0.36392, -0.24242, -2.86707], [0.43980, -1.39318, -2.71733], [0.10146, 0.06025, 1.06895], [-0.96417, 1.36896, 1.23712], [0.52113, 1.82389, 0.61712], [1.51519, 0.11104, -0.86639]],
  "lumo_ev": -0.51,
  "homo_lumo_gap_ha": 0.335,
  "e_above_lowest_kj_mol": 456.9,
  "e_homo_ev": -9.63,
  "total_charge": 0,
  "e_tot_ev": -11283.805,
  "max_force_ev_per_a": 5.2,
  "smiles": "CC(=O)[C@H](C#N)N=O"
}



Record 4
{
  "formula": "C4H4N2O2",
  "method": "ωB97M-V/def2-TZVPD",
  "species": ["O", "N", "C", "C", "N", "C", "C", "O", "H", "H", "H", "H"],
  "positions_angstrom": [[-2.41517, 0.42361, -1.02522], [-1.56026, 1.44696, -1.29121], [-0.42620, 1.50714, -0.78784], [0.06102, 0.67438, 0.31117], [-0.67828, -0.48868, 0.42819], [0.38453, -1.38754, 0.78395], [1.57567, -0.76613, 0.81747], [1.51281, 0.49743, 0.42061], [-1.92384, -0.42852, -0.69005], [0.45329, 2.29965, -0.88267], [0.40294, -2.59540, 0.65256], [2.61348, -1.18290, 1.26306]],
  "lumo_ev": -0.42,
  "homo_lumo_gap_ha": 0.323,
  "e_above_lowest_kj_mol": 548.4,
  "e_homo_ev": -9.21,
  "total_charge": 0,
  "e_tot_ev": -11282.856,
  "max_force_ev_per_a": 6.1,
  "smiles": "O/N=C\\c1ncco1"
}



Record 5
{
  "formula": "C4H4N2O3S",
  "method": "ωB97M-V/def2-TZVPD",
  "species": ["C", "C", "C", "C", "N", "N", "O", "O", "O", "S", "H", "H", "H", "H"],
  "positions_angstrom": [[0.83718, -0.21408, -0.15938], [-0.48060, -0.19566, -0.02168], [0.47318, 2.63642, -0.08894], [-1.32435, -1.46512, -0.12309], [-1.19408, 0.87778, 0.22515], [-0.67805, 2.18285, 0.16161], [1.26768, 3.18272, -0.68885], [2.84697, -1.60489, -1.15618], [2.57992, -1.43380, 1.24457], [1.98593, -1.45504, -0.03207], [-0.83235, -2.35411, -0.51180], [-2.29081, -1.11650, -0.59701], [-1.87887, -1.68379, 0.90930], [-1.31174, 2.64321, 0.83836]],
  "lumo_ev": [-1.67, -1.67],
  "homo_lumo_gap_ha": [0.235, 0.235],
  "e_above_lowest_kj_mol": 673.8,
  "e_homo_ev": [-8.07, -8.07],
  "total_charge": 0,
  "e_tot_ev": -24163.015,
  "max_force_ev_per_a": 4.2
}



Record 6
{
  "formula": "C4H4N2O3SSi",
  "method": "ωB97M-V/def2-TZVPD",
  "species": ["C", "Si", "C", "O", "C", "S", "C", "N", "N", "O", "O", "H", "H", "H", "H"],
  "positions_angstrom": [[-0.80348, 0.08912, 0.40724], [0.96703, -0.04160, -0.40109], [1.03851, -0.08690, -2.33913], [0.10004, -0.51320, -3.01584], [2.37230, 1.06686, 0.23170], [3.79167, 0.94662, -0.55428], [2.28694, 1.80676, 1.39247], [2.31017, 2.55163, 2.25844], [1.63595, -1.71410, 0.23265], [2.13755, -2.43069, -0.61714], [1.60444, -1.94951, 1.41095], [-0.60624, 0.07912, 1.50250], [-1.02670, 1.14102, 0.00821], [-1.62860, -0.56791, 0.06133], [1.82117, 0.36409, -2.84210]],
  "lumo_ev": -2.74,
  "homo_lumo_gap_ha": 0.274,
  "e_above_lowest_kj_mol": 17.1,
  "e_homo_ev": -10.20,
  "total_charge": 0,
  "e_tot_ev": -32043.733,
  "max_force_ev_per_a": 3.7,
  "smiles": "C[Si@@](C=O)(C(=S)C#N)[N+](=O)[O-]"
}



Record 7
{
  "formula": "C4H4N2S",
  "method": "ωB97M-V/def2-TZVPD",
  "species": ["S", "N", "C", "C", "C", "N", "C", "H", "H", "H", "H"],
  "positions_angstrom": [[-3.31503, 0.13222, 0.05144], [-2.05944, -0.82764, -0.07499], [-0.80273, -0.27328, -0.08883], [-0.26059, 1.05010, -0.03303], [1.09571, 0.89164, -0.02556], [1.41617, -0.46285, 0.10795], [0.27813, -1.15599, 0.01135], [-0.74706, 2.00704, 0.06115], [1.78389, 1.70386, -0.03426], [2.31823, -0.84513, 0.04298], [0.29273, -2.21997, -0.01821]],
  "lumo_ev": -0.85,
  "homo_lumo_gap_ha": 0.260,
  "e_above_lowest_kj_mol": 178.1,
  "e_homo_ev": -7.92,
  "total_charge": 0,
  "e_tot_ev": -18026.395,
  "max_force_ev_per_a": 2.2,
  "smiles": "S=Nc1cc[nH]c1"
}



Record 8
{
  "formula": "C4H4N3",
  "method": "ωB97M-V/def2-TZVPD",
  "species": ["C", "C", "C", "C", "N", "N", "N", "H", "H", "H", "H"],
  "positions_angstrom": [[0.93364, 0.14898, 0.19531], [-0.02707, -0.80396, 0.34168], [0.65098, 1.54671, 0.10757], [-1.81424, 0.87411, 0.07002], [-0.40338, 2.19951, 0.01807], [-1.32494, -0.32536, 0.09900], [-2.82930, -0.07476, 0.06415], [1.91540, -0.06044, 0.38416], [0.26550, -1.75607, 0.57305], [1.37936, 2.37629, 0.19517], [-3.31336, -0.37993, -0.81702]],
  "lumo_ev": -5.89,
  "homo_lumo_gap_ha": 0.332,
  "e_above_lowest_kj_mol": 594.1,
  "e_homo_ev": -14.91,
  "total_charge": 1,
  "e_tot_ev": -8667.867,
  "max_force_ev_per_a": 4.5
}



Record 9
{
  "formula": "C4H4N3",
  "method": "ωB97M-V/def2-TZVPD",
  "species": ["C", "C", "C", "C", "N", "N", "N", "H", "H", "H", "H"],
  "positions_angstrom": [[2.43553, 0.01703, -0.06211], [-1.11982, -0.67573, -0.10480], [-1.42321, 0.65756, 0.09791], [0.20296, -1.05500, -0.12271], [3.59737, 0.21213, -0.10715], [-0.54577, 1.48790, -0.11078], [1.17194, -0.24167, 0.27737], [-1.94372, -1.33225, -0.20152], [-2.48992, 0.69783, 0.26135], [0.38530, -2.08783, -0.18349], [-0.27066, 2.32003, 0.25595]],
  "lumo_ev": [-8.65, -8.79],
  "homo_lumo_gap_ha": [0.249, 0.242],
  "e_above_lowest_kj_mol": 424.6,
  "e_homo_ev": [-15.42, -15.37],
  "total_charge": 1,
  "e_tot_ev": -8669.624,
  "max_force_ev_per_a": 3.7
}



Record 10
{
  "formula": "C4H4N3O5S",
  "method": "ωB97M-V/def2-TZVPD",
  "species": ["C", "C", "C", "C", "N", "N", "N", "O", "O", "O", "O", "O", "S", "H", "H", "H", "H"],
  "positions_angstrom": [[-0.72563, 1.18157, -0.21616], [-2.97364, 0.16229, -0.33421], [0.22208, -0.88728, -0.65496], [1.80884, 1.04078, -0.07763], [-1.87091, 0.61294, -0.00037], [0.42607, 0.43050, -0.21674], [-4.15254, -0.11220, 0.18578], [-4.45198, -1.25445, 0.37135], [3.41744, -3.02139, -0.25051], [-4.81291, 0.94469, 0.35324], [3.07402, -1.14092, 1.33100], [1.14940, -1.74965, -0.49732], [2.98041, -1.61706, -0.07850], [-0.58301, 2.23036, 0.12233], [1.82567, 2.12532, 0.01540], [2.23496, 0.54213, 0.81832], [2.43173, 0.51240, -0.87103]],
  "lumo_ev": 2.58,
  "homo_lumo_gap_ha": 0.252,
  "e_above_lowest_kj_mol": 541.1,
  "e_homo_ev": -4.27,
  "total_charge": -1,
  "e_tot_ev": -29749.134,
  "max_force_ev_per_a": 3.7
}



Record 11
{
  "formula": "C4H4N4",
  "method": "ωB97M-V/def2-TZVPD",
  "species": ["H", "N", "C", "N", "C", "C", "C", "N", "N", "H", "H", "H"],
  "positions_angstrom": [[-2.93271, -0.39878, -0.17783], [-2.20531, -1.09386, 0.04453], [-1.15551, -0.42164, 0.05653], [-0.89158, 0.87924, 0.23918], [0.42076, 1.17248, 0.00199], [1.07705, -0.04977, -0.01668], [2.46871, -0.26045, 0.05309], [3.59852, -0.59420, 0.08600], [0.12956, -0.97528, 0.09683], [-1.69163, 1.60290, -0.18168], [0.96906, 2.05486, -0.14331], [0.21309, -1.91551, -0.05866]],
  "lumo_ev": 0.32,
  "homo_lumo_gap_ha": 0.311,
  "e_above_lowest_kj_mol": 129.3,
  "e_homo_ev": -8.14,
  "total_charge": 0,
  "e_tot_ev": -10171.497,
  "max_force_ev_per_a": 7.8,
  "smiles": "[H]/N=c1\\[nH]cc(C#N)[nH]1"
}



Record 12
{
  "formula": "C4H4N4",
  "method": "ωB97M-V/def2-TZVPD",
  "species": ["C", "N", "C", "C", "C", "N", "N", "N", "H", "H", "H", "H"],
  "positions_angstrom": [[-2.16111, -0.16290, 0.12580], [-0.67998, 0.00750, -0.18947], [0.46159, -0.69314, -0.37451], [1.48146, 0.22891, -0.51179], [2.80867, 0.03279, -0.18023], [3.98577, 0.02229, 0.31404], [0.85005, 1.47779, -0.14251], [-0.32760, 1.31366, -0.03651], [-2.19509, 0.13183, 1.39159], [-2.77282, 0.39885, -0.53309], [-2.14977, -1.09791, 0.13706], [0.69884, -1.65968, -0.00039]],
  "lumo_ev": 0.17,
  "homo_lumo_gap_ha": 0.363,
  "e_above_lowest_kj_mol": 432.9,
  "e_homo_ev": -9.69,
  "total_charge": 0,
  "e_tot_ev": -10168.351,
  "max_force_ev_per_a": 11.9,
  "smiles": "Cn1cc(C#N)nn1"
}



Record 13
{
  "formula": "C4H4N4",
  "method": "ωB97M-V/def2-TZVPD",
  "species": ["H", "N", "C", "C", "N", "C", "C", "N", "N", "H", "H", "H"],
  "positions_angstrom": [[-0.18295, 2.03460, -1.43053], [0.71873, 1.71306, -1.32630], [0.69351, 0.99775, -0.32040], [1.48380, 0.12872, 0.47227], [0.93628, -1.04847, 0.76788], [-0.07127, -1.42920, -0.00362], [-1.27968, -0.75971, -0.15104], [-1.42472, 0.43361, 0.41277], [-0.43232, 1.15623, 0.58260], [2.17554, 0.46455, 1.34314], [-0.17673, -2.56952, -0.21004], [-2.44018, -1.12162, -0.13673]],
  "lumo_ev": -0.47,
  "homo_lumo_gap_ha": 0.324,
  "e_above_lowest_kj_mol": 474.2,
  "e_homo_ev": -9.28,
  "total_charge": 0,
  "e_tot_ev": -10167.923,
  "max_force_ev_per_a": 5.4,
  "smiles": "[H]/N=c1/cnccnn1"
}



Record 14
{
  "formula": "C4H4NO",
  "method": "ωB97M-V/def2-TZVPD",
  "species": ["C", "C", "C", "C", "N", "O", "H", "H", "H", "H"],
  "positions_angstrom": [[0.48417, 0.15531, 0.89036], [-0.53078, 1.17728, -0.15828], [1.00890, 0.99091, -0.18223], [-0.15321, -1.06494, 0.31959], [-1.11014, -0.04590, -0.20208], [-2.33756, -0.28501, -0.26092], [1.40763, 1.95822, 0.14167], [1.64300, 0.57677, -1.14144], [0.16228, -1.67687, -0.44619], [-0.57430, -1.78576, 1.03952]],
  "lumo_ev": 4.62,
  "homo_lumo_gap_ha": 0.264,
  "e_above_lowest_kj_mol": 270.5,
  "e_homo_ev": -2.56,
  "total_charge": -1,
  "e_tot_ev": -7743.744,
  "max_force_ev_per_a": 3.0
}



Record 15
{
  "formula": "C4H4NO",
  "method": "ωB97M-V/def2-TZVPD",
  "species": ["C", "C", "C", "C", "N", "O", "H", "H", "H", "H"],
  "positions_angstrom": [[0.86482, -1.36381, 0.42105], [-0.85885, 1.58381, -0.59584], [0.85985, -0.19453, -0.38273], [-0.32760, -1.48831, 1.06106], [-0.02284, 0.71621, -0.29343], [-1.32424, -1.41583, 1.61591], [-0.90622, 2.53470, -0.05035], [-1.74684, 1.44940, -1.37577], [1.56559, 0.10006, -1.05519], [1.89634, -1.92169, 0.65529]],
  "lumo_ev": -5.02,
  "homo_lumo_gap_ha": 0.356,
  "e_above_lowest_kj_mol": 0.0,
  "e_homo_ev": -14.69,
  "total_charge": 1,
  "e_tot_ev": -7740.444,
  "max_force_ev_per_a": 3.2
}



Record 16
{
  "formula": "C4H4NOP",
  "method": "ωB97M-V/def2-TZVPD",
  "species": ["C", "C", "C", "C", "N", "O", "P", "H", "H", "H", "H"],
  "positions_angstrom": [[-1.40958, -2.15939, 0.24822], [0.94901, 0.73752, -0.00477], [-0.15019, -2.47525, -0.21022], [-0.20325, 1.62137, 0.19088], [-2.49878, -1.96291, 0.60818], [2.02610, -1.33726, -1.20970], [0.80440, -0.97986, -0.52325], [1.95292, 1.20747, 0.31765], [-0.51782, 2.05853, -0.68120], [0.10285, 2.36605, 0.90998], [-1.05567, 0.92372, 0.35422]],
  "lumo_ev": [-2.56, -2.52],
  "homo_lumo_gap_ha": [0.257, 0.262],
  "e_above_lowest_kj_mol": 471.5,
  "e_homo_ev": [-9.56, -9.64],
  "total_charge": 0,
  "e_tot_ev": -17033.276,
  "max_force_ev_per_a": 2.9
}



Record 17
{
  "formula": "C4H4NiO5",
  "method": "ωB97M-V/def2-TZVPD",
  "species": ["O", "C", "O", "O", "H", "O", "C", "C", "O", "C", "H", "H", "H", "Ni"],
  "positions_angstrom": [[-1.60548, 0.86445, 1.24279], [-1.43129, 0.81040, 2.57443], [-1.75842, 1.72232, 3.34093], [-0.81108, -0.28566, 2.94577], [-0.03229, -3.39138, -2.97315], [-0.81687, -2.12433, -1.53962], [-0.06465, -2.31654, -2.77373], [1.28960, -1.70735, -2.42824], [1.09499, -1.27689, -1.04786], [-0.11880, -1.49206, -0.65276], [-0.59807, -1.79413, -3.57301], [1.54699, -0.82423, -3.02046], [2.11517, -2.42504, -2.43290], [-0.86584, -0.86924, 1.14187]],
  "lumo_ev": [-0.39, -1.23],
  "homo_lumo_gap_ha": [0.294, 0.270],
  "e_above_lowest_kj_mol": 75.1,
  "multiplicity": 3,
  "e_homo_ev": [-8.39, -8.57],
  "s_squared": 2.01,
  "total_charge": 0,
  "e_tot_ev": -55491.162,
  "max_force_ev_per_a": 3.7
}



Record 18
{
  "formula": "C4H4O",
  "method": "ωB97M-V/def2-TZVPD",
  "species": ["C", "C", "C", "C", "O", "H", "H", "H", "H"],
  "positions_angstrom": [[-1.36566, 0.72567, 0.06340], [1.13102, -0.01964, 0.04862], [-2.45352, 0.09110, 0.34998], [2.30682, 0.42238, 0.29528], [-0.09480, 0.25116, -0.21496], [-2.60777, -0.90936, 0.48551], [-3.37540, 0.51201, 0.65776], [2.37414, 1.52547, 0.61529], [3.23342, -0.09602, 0.27661]],
  "lumo_ev": [0.05, -0.49],
  "homo_lumo_gap_ha": [0.340, 0.289],
  "e_above_lowest_kj_mol": 601.1,
  "e_homo_ev": [-9.19, -8.35],
  "total_charge": 0,
  "e_tot_ev": -6253.149,
  "max_force_ev_per_a": 3.6
}



Record 19
{
  "formula": "C4H4O",
  "method": "ωB97M-V/def2-TZVPD",
  "species": ["C", "C", "C", "O", "C", "H", "H", "H", "H"],
  "positions_angstrom": [[0.77757, 0.60101, -0.01789], [-0.70642, 0.75270, -0.12522], [-1.17338, -0.54833, -0.14980], [-0.13771, -1.40223, -0.00265], [1.08557, -0.62650, -0.15636], [1.24218, 1.45950, 0.02041], [-0.89263, 1.90898, 0.16151], [-2.15402, -0.83017, 0.20195], [1.95883, -1.31497, 0.06805]],
  "lumo_ev": 1.10,
  "homo_lumo_gap_ha": 0.374,
  "e_above_lowest_kj_mol": 186.3,
  "e_homo_ev": -9.08,
  "total_charge": 0,
  "e_tot_ev": -6257.449,
  "max_force_ev_per_a": 6.9,
  "smiles": "c1ccoc1"
}



Record 20
{
  "formula": "C4H4O",
  "method": "ωB97M-V/def2-TZVPD",
  "species": ["C", "C", "C", "C", "O", "H", "H", "H", "H"],
  "positions_angstrom": [[-0.16820, -1.18797, 0.09429], [0.66674, 1.16626, -0.13948], [-0.17368, 0.26688, 0.52263], [-0.95207, -0.35748, -0.81121], [-1.54479, 0.39894, 0.26702], [0.75226, -1.43654, -0.19891], [-0.58230, -1.99860, 0.83305], [0.31818, 2.22483, -0.37795], [1.68387, 0.92367, -0.18943]],
  "lumo_ev": 0.15,
  "homo_lumo_gap_ha": 0.353,
  "e_above_lowest_kj_mol": 497.6,
  "e_homo_ev": -9.44,
  "total_charge": 0,
  "e_tot_ev": -6254.222,
  "max_force_ev_per_a": 4.3
}